# C59H59NO37

A 11-piece molecular cluster, C59H59NO37 overall (wB97M-V/def2-TZVPD, the OMol25 dataset).

The value obtained for the frontier orbital gap is 6.865 eV. Its structure (SMILES) is O=C1C=C(O)C(=O)C=C1O.O=C1C=C(O)C(=O)C=C1O.O=C1C=C(O)C(=O)C=C1O.O=C1C=C(O)C(=O)C=C1O.O=C1C=C(O)C(=O)C=C1O.O=C1C=C(O)C(=O)C=C1O.O=C1C=C(O)C(=O)C=C1O.O=C1C=C(O)C(=O)C=C1O.CN(C)C=O.COCCOC.COCCOC. Its total energy is -5121.79917 Eh.

Geometry as ORCA input:
```
! wB97M-V def2-TZVPD RIJCOSX def2/J DEFGRID3
* xyz 0 1
C 1.9267 -1.1948 -1.3274
O 0.9291 -1.4195 -0.3535
C -0.3692 -1.1083 -0.7504
C -0.5253 0.4183 -1.1383
O -0.8136 1.2859 -0.0832
C 0.2802 1.6522 0.7145
H 1.5502 -1.4411 -2.3203
H 2.8126 -1.8083 -1.1629
H 2.1707 -0.1325 -1.3216
H -1.0250 -1.2895 0.1012
H -0.7213 -1.6953 -1.5987
H -1.3931 0.3957 -1.7975
H 0.2847 0.8091 -1.7541
H 1.0083 0.8490 0.6010
H -0.1207 1.7882 1.7189
H 0.6255 2.5980 0.2972
C -3.2034 -6.1943 7.7351
O -2.3818 -5.6160 6.7206
C -1.0069 -5.6904 7.0349
C -0.2000 -5.2808 5.7841
O -0.4794 -3.9512 5.4697
C 0.4583 -3.4384 4.5273
H -4.0544 -5.5133 7.7420
H -2.6868 -6.2594 8.6927
H -3.5629 -7.1871 7.4644
H -0.7197 -6.7091 7.2956
H -0.6321 -5.0758 7.8534
H -0.3896 -5.8793 4.8931
H 0.8526 -5.4655 5.9986
H 0.4867 -3.9930 3.5894
H 1.4836 -3.2488 4.8449
H -0.0557 -2.5258 4.2255
C -6.4754 -1.1153 -0.7069
O -6.7822 -1.8329 -1.6664
N -7.1281 -0.0181 -0.3812
C -6.7694 0.6772 0.9041
C -8.3428 0.4789 -0.9501
H -5.7026 -1.3309 0.0470
H -6.1834 0.0576 1.5828
H -7.7153 0.8739 1.4089
H -6.3842 1.6563 0.6193
H -9.3133 0.0708 -0.6676
H -8.4340 1.5648 -0.9259
H -8.2885 0.2958 -2.0232
C -4.3563 0.3267 8.5301
C -3.5850 -0.0236 7.4173
C -3.3977 0.8459 6.2237
O -2.7808 0.5747 5.2335
C -4.1199 2.1440 6.4116
C -4.8803 2.5096 7.4592
C -5.0561 1.6082 8.6478
O -5.6179 1.7807 9.7188
O -5.4865 3.7530 7.6353
O -2.8741 -1.1570 7.5212
H -4.4483 -0.3736 9.3471
H -4.0557 2.9338 5.6778
H -5.9156 3.8878 8.4834
H -2.3397 -1.3616 6.7503
C 6.1833 0.9875 -0.3945
C 6.5160 0.9634 -1.6827
C 6.4434 2.0896 -2.5954
O 6.6957 2.0845 -3.7974
C 5.8701 3.2710 -2.0114
C 5.5297 3.3581 -0.6726
C 5.7116 2.2835 0.2929
O 5.6570 2.3736 1.4756
O 5.0318 4.5529 -0.1945
O 6.9196 -0.1489 -2.3492
H 6.2248 0.0203 0.0843
H 5.5956 4.1038 -2.6418
H 4.6654 4.4463 0.6864
H 7.1033 0.0072 -3.2784
C -1.0657 0.7499 -6.7419
C -0.3893 -0.3915 -6.9698
C 0.4440 -0.6109 -8.1208
O 1.0798 -1.6438 -8.2670
C 0.4944 0.4634 -9.1129
C -0.2005 1.5648 -8.8913
C -1.1183 1.8847 -7.6821
O -1.7591 2.8689 -7.4241
O -0.2598 2.5142 -9.8839
O -0.4474 -1.4598 -6.0661
H -1.7345 0.8108 -5.8961
H 1.0362 0.4034 -10.0453
H -0.8492 3.2317 -9.6402
H 0.1589 -2.1703 -6.2879
C -0.4187 -6.6404 -1.8396
C -1.3096 -7.4416 -1.1511
C -2.2727 -8.2703 -1.8183
O -3.0345 -9.1481 -1.3678
C -2.2390 -8.0912 -3.2440
C -1.3177 -7.4014 -3.9553
C -0.2933 -6.5679 -3.3212
O 0.5345 -5.8434 -3.9390
O -1.1601 -7.5420 -5.3500
O -1.4895 -7.3937 0.2226
H 0.0832 -5.9133 -1.2184
H -2.9129 -8.7147 -3.8128
H -1.5736 -8.3681 -5.6111
H -1.9601 -8.1313 0.6176
C 3.3680 5.7114 -7.2585
C 3.4537 4.4696 -6.7508
C 2.6146 3.9681 -5.5797
O 2.4837 2.7499 -5.2467
C 1.7530 5.0587 -5.0364
C 1.7354 6.3563 -5.5500
C 2.5428 6.8189 -6.7205
O 2.6627 7.8664 -7.3340
O 0.9995 7.3455 -4.9817
O 4.1285 3.4144 -7.3947
H 3.8816 5.8944 -8.1908
H 1.1075 4.8484 -4.1965
H 1.2391 8.1969 -5.3550
H 4.0594 2.5933 -6.9022
C -4.4451 7.1440 0.9118
C -4.0566 5.9726 0.2651
C -3.9924 5.8009 -1.2750
O -3.5219 4.7836 -1.8422
C -4.5365 6.9841 -1.9115
C -4.9603 8.1630 -1.3031
C -4.8651 8.3827 0.1952
O -5.0932 9.4546 0.7968
O -5.5091 9.2689 -2.0460
O -3.6247 4.8402 0.9561
H -4.4717 7.1652 1.9913
H -4.6310 6.9360 -2.9863
H -5.6007 9.9726 -1.3995
H -3.3130 4.1315 0.3885
C 8.7730 -8.2315 -0.8412
C 7.6772 -7.8352 -0.0750
C 6.7256 -6.7644 -0.5991
O 5.8775 -6.2034 0.0775
C 6.8760 -6.4803 -2.0085
C 7.9110 -6.9740 -2.7432
C 9.0077 -7.8510 -2.2400
O 9.9674 -8.2880 -2.8621
O 8.0124 -6.7969 -4.0941
O 7.4651 -8.4175 1.1299
H 9.4297 -8.9877 -0.4372
H 6.2128 -5.7590 -2.4627
H 8.7897 -7.2818 -4.3810
H 6.7679 -7.9342 1.5793
C 1.7226 3.3041 5.5063
C 1.1446 3.0561 6.7058
C 0.2676 3.9923 7.4337
O -0.2716 3.6799 8.5192
C 0.1715 5.2686 6.7422
C 0.7769 5.6041 5.5454
C 1.7113 4.6330 4.8133
O 2.4118 4.8814 3.7891
O 0.3569 6.6817 4.9354
O 1.4311 1.8029 7.2521
H 2.2427 2.4857 5.0310
H -0.5330 5.9432 7.2057
H 0.2799 6.6827 3.9785
H 1.1183 1.8506 8.1584
*
```

---

# C59H62BaN8O5P3

C59H62BaN8O5P3 as an isolated structure (wB97M-V/def2-TZVPD, the OMol25 dataset).

As for the energy relative to the best compared isomer or geometry (same formula, charge and spin): 148.8 kcal/mol. The value obtained for the frontier orbital gap is 4.361 eV. Its total energy is -4149.39356 Eh.

Geometry as ORCA input:
```
! wB97M-V def2-TZVPD RIJCOSX def2/J DEFGRID3
* xyz -1 1
Ba -0.7001 -0.7216 0.5092
O 3.3141 -2.8537 1.6865
C 2.2417 -2.5754 1.1187
N 1.0388 -2.3325 1.6209
C 0.7919 -2.5432 3.0024
C 1.3745 -3.6116 3.6888
C 1.0850 -3.8700 5.0181
C 0.2031 -3.0428 5.6980
C -0.3962 -1.9843 5.0371
C -0.1354 -1.7160 3.6876
N -0.6674 -0.5775 3.0437
C -1.8508 -0.0740 3.4154
O -2.7252 -0.5396 4.1553
C -2.1223 1.3313 2.8748
C -2.5767 2.2783 3.7903
C -2.8425 3.5614 3.3584
C -2.7164 3.8514 2.0071
C -2.3012 2.8384 1.1667
N -1.9624 1.6170 1.5799
C 2.2822 -2.5872 -0.4134
C 3.2978 -3.3155 -1.0302
C 3.2762 -3.4664 -2.4041
C 2.2529 -2.8727 -3.1314
C 1.3113 -2.1275 -2.4420
N 1.3261 -1.9805 -1.1203
H 2.0807 -4.2342 3.1588
H 1.5557 -4.7077 5.5196
H -0.0257 -3.2229 6.7423
H -1.1009 -1.3514 5.5550
H -2.7160 1.9780 4.8191
H -3.1747 4.3201 4.0568
H -2.9757 4.8194 1.6005
H -2.2600 3.0066 0.0984
H 4.0566 -3.7577 -0.4007
H 4.0379 -4.0543 -2.9038
H 2.1775 -2.9859 -4.2058
H 0.4979 -1.6348 -2.9641
C 1.3905 3.4756 -1.5675
C 0.2129 2.5081 -1.4602
P -1.2325 2.7932 -2.5796
C -1.6532 4.5520 -2.2821
C -1.3527 5.2267 -1.0999
C -1.8096 6.5209 -0.8832
C -2.5730 7.1635 -1.8447
C -2.8850 6.5005 -3.0251
C -2.4350 5.2077 -3.2360
C -0.3886 2.8858 -4.2091
C 0.3134 3.9948 -4.6796
C 0.9737 3.9490 -5.8982
C 0.9384 2.7934 -6.6688
C 0.2349 1.6873 -6.2173
C -0.4257 1.7383 -4.9978
P 2.4018 3.4790 -0.0175
C 3.6004 2.1323 -0.3561
C 3.5723 0.9948 0.4459
C 4.4606 -0.0551 0.2272
C 5.3896 0.0384 -0.7962
C 5.4326 1.1739 -1.6008
C 4.5398 2.2090 -1.3858
C 3.4776 4.9476 -0.2839
C 4.7430 4.9705 0.3093
C 5.5503 6.0935 0.2320
C 5.1092 7.2282 -0.4371
C 3.8517 7.2258 -1.0186
C 3.0426 6.0987 -0.9385
H 1.0127 4.4901 -1.6913
H 2.0040 3.2400 -2.4383
H -0.1883 2.4940 -0.4410
H 0.5406 1.4916 -1.6941
H -0.7702 4.7455 -0.3240
H -1.5666 7.0214 0.0460
H -2.9309 8.1707 -1.6737
H -3.4895 6.9884 -3.7796
H -2.6960 4.6958 -4.1560
H 0.3422 4.9025 -4.0889
H 1.5182 4.8176 -6.2476
H 1.4510 2.7612 -7.6225
H 0.1937 0.7853 -6.8157
H -0.9763 0.8727 -4.6465
H 2.8577 0.9252 1.2599
H 4.4175 -0.9353 0.8591
H 6.0883 -0.7730 -0.9632
H 6.1672 1.2508 -2.3951
H 4.5742 3.0905 -2.0162
H 5.1035 4.0920 0.8311
H 6.5285 6.0820 0.6966
H 5.7390 8.1066 -0.4986
H 3.4906 8.1046 -1.5386
H 2.0614 6.1358 -1.3942
C -4.7853 -4.1457 -0.5756
N -3.4660 -3.5414 -0.4556
C -3.0177 -3.3760 0.9313
P -2.8640 -2.6544 -1.7017
O -1.6371 -1.9176 -1.2739
N -2.4057 -3.7204 -2.9090
C -1.3062 -4.6125 -2.5683
C -3.2598 -4.2504 -3.9493
N -3.9929 -1.7529 -2.5675
C -3.4925 -0.4872 -3.0921
C -6.2729 -1.9322 -2.8432
H -4.7810 -5.1222 -0.0837
H -5.0389 -4.3008 -1.6259
H -5.5491 -3.5085 -0.1239
H -3.0238 -4.3706 1.3846
H -3.6380 -2.6902 1.5058
H -1.9796 -3.0424 0.9515
H -0.7184 -4.1967 -1.7519
H -0.6439 -4.7372 -3.4299
H -1.6739 -5.6015 -2.2686
H -4.0886 -3.5740 -4.1376
H -3.6579 -5.2401 -3.6851
H -2.6872 -4.3637 -4.8757
H -2.5352 -0.6749 -3.5799
H -3.3515 0.2486 -2.3010
H -4.1933 -0.1078 -3.8375
H -6.2389 -2.9958 -3.1012
H -6.2285 -1.3384 -3.7615
H -7.1986 -1.7102 -2.3149
O -5.2419 -1.5778 -1.9439
C -4.7732 -0.1794 0.4525
O -3.6123 -0.6301 0.3794
C -5.0132 1.2878 0.4236
C -5.5283 1.9394 1.5567
C -5.9782 3.2431 1.4856
C -5.9632 3.9460 0.2794
C -5.4667 3.3119 -0.8515
C -4.9944 2.0083 -0.7822
H -5.5687 1.3951 2.4941
H -6.3488 3.7249 2.3846
H -6.3313 4.9634 0.2273
H -5.4309 3.8406 -1.7995
H -4.6102 1.5365 -1.6800
C 4.0152 -0.3790 -4.8355
C 3.0336 0.3055 -4.0065
N 2.2560 0.8310 -3.3491
H 4.5594 -1.0978 -4.2243
H 4.7149 0.3423 -5.2547
H 3.5133 -0.9043 -5.6464
*
```